[1]
This record from the Open Molecules 2025 dataset describes a 2-piece molecular cluster, C5H10NO overall in a non-equilibrium geometry. The level of theory is ωB97M-V/def2-TZVPD.

Results
Spin multiplicity: 3
Net charge: +1
E_HOMO (alpha / beta) (Ha): -0.387 / -0.588
LUMO level (alpha / beta) (eV): -4.28 / -6.02

Each atom is followed by the atoms it is bonded to, with distances in Å.
Geometry (Å):
1 C -1.18902 2.04534 -0.08344  N6 1.191, H8 1.092
2 C -1.84265 -1.16733 0.71388  C4 1.497, H9 1.081, H10 1.023, H11 1.083
3 C 2.11793 0.11149 -0.54031  C5 1.504, H12 1.114, H13 1.159, H14 1.164
4 C -1.32627 -0.30840 -0.39759  C2 1.497, N6 1.299, H15 1.034
5 C 1.02484 0.42384 0.44493  C3 1.504, O7 1.315, H16 1.119
6 N -1.55851 0.96933 -0.43473  C1 1.191, C4 1.299
7 O 0.77064 1.70956 0.55596  C5 1.315, H17 0.972
8 H -1.49336 3.09415 -0.05957  C1 1.092
9 H -1.34758 -0.77289 1.58987  C2 1.081
10 H -2.81291 -0.86248 0.82150  C2 1.023
11 H -1.61303 -2.21280 0.54642  C2 1.083
12 H 1.97923 0.69064 -1.48213  C3 1.114
13 H 1.94165 -0.99023 -0.85238  C3 1.159
14 H 3.13743 0.04927 0.01717  C3 1.164
15 H -1.08135 -0.93518 -1.18270  C4 1.034
16 H 0.62884 -0.39026 1.10240  C5 1.119
17 H 1.34496 2.36484 0.12623  O7 0.972

Löwdin charges in e: number 1, C, carries 0.238; number 2, C, carries 0.001; number 3, C, carries -0.078; number 4, C, carries -0.101; number 5, C, carries -0.287; number 6, N, carries 0.123; number 7, O, carries -0.033; number 8, H, carries 0.147; number 9, H, carries 0.090; number 10, H, carries 0.072; number 11, H, carries 0.109; number 12, H, carries 0.091; number 13, H, carries 0.102; number 14, H, carries 0.121; number 15, H, carries 0.126; number 16, H, carries 0.127; number 17, H, carries 0.150



[2]
This record from the Open Molecules 2025 dataset describes a 6-piece molecular cluster, C42H53BF5N7O3Si overall in a non-equilibrium geometry. The level of theory is ωB97M-V/def2-TZVPD.

Results
Net charge: 0
E_HOMO (Ha): -0.339
LUMO level (eV): 0.27
Structure (SMILES): C[Si](C)(CCC(F)(F)NCCO[C@@H](C[C@@H](O)C(F)(F)F)B(N)O)c1ccccc1.c1ccncc1.c1ccncc1.c1ccncc1.c1ccncc1.c1ccncc1

Each atom is followed by the atoms it is bonded to, with distances in Å.
Geometry (Å):
1 C -0.83292 7.79650 -0.69523  Si2 1.908, H30 1.103, H31 1.100, H32 1.110
2 Si -2.61039 8.17405 -0.11387  C1 1.908, C3 1.919, C4 1.904, C24 1.887
3 C -3.74312 7.36194 -1.43244  Si2 1.919, H33 1.104, H34 1.106, H35 1.106
4 C -3.05772 7.36276 1.54940  Si2 1.904, C5 1.556, H36 1.106, H37 1.113
5 C -1.87139 6.95291 2.46952  C4 1.556, C6 1.542, H38 1.106, H39 1.109
6 C -1.05889 5.73180 1.99272  C5 1.542, F7 1.422, F8 1.363, N9 1.445
7 F 0.25293 6.20242 1.70920  C6 1.422
8 F -1.58971 5.10151 0.90756  C6 1.363
9 N -0.90785 4.72792 3.02046  C6 1.445, C10 1.479, H40 1.015
10 C 0.14013 3.74775 2.66168  N9 1.479, C11 1.569, H41 1.111, H42 1.098
11 C -0.22269 2.27986 3.08209  C10 1.569, O12 1.425, H43 1.106, H44 1.105
12 O -0.49788 1.53351 1.89935  C11 1.425, C13 1.435
13 C 0.33394 0.37960 1.71054  O12 1.435, C14 1.571, B21 1.616, H45 1.108
14 C -0.64142 -0.79638 1.34457  C13 1.571, C15 1.554, H46 1.104, H47 1.106
15 C 0.06661 -2.17613 1.24084  C14 1.554, O16 1.416, C17 1.575, H48 1.105
16 O 1.22794 -2.32242 2.03824  C15 1.416, H49 0.968
17 C -0.91216 -3.38763 1.47380  C15 1.575, F18 1.344, F19 1.354, F20 1.369
18 F -2.20132 -3.03581 1.32675  C17 1.344
19 F -0.65008 -3.91992 2.69048  C17 1.354
20 F -0.63262 -4.35347 0.54513  C17 1.369
21 B 1.37058 0.70792 0.51557  C13 1.616, N22 1.452, O23 1.413
22 N 1.77675 -0.29840 -0.44868  B21 1.452, H50 1.019, H51 1.023
23 O 1.96356 1.98143 0.36140  B21 1.413, H52 0.966
24 C -2.78535 10.05285 -0.14313  Si2 1.887, C25 1.424, C29 1.414
25 C -2.54672 10.69170 -1.39304  C24 1.424, C26 1.401, H53 1.101
26 C -2.59746 12.08062 -1.57227  C25 1.401, C27 1.415, H54 1.097
27 C -2.90125 12.90064 -0.45944  C26 1.415, C28 1.398, H55 1.095
28 C -3.15117 12.28248 0.76905  C27 1.398, C29 1.411, H56 1.099
29 C -3.10020 10.88464 0.95652  C24 1.414, C28 1.411, H57 1.098
30 H -0.62561 8.44940 -1.56012  C1 1.103
31 H -0.66896 6.72694 -0.89039  C1 1.100
32 H -0.16810 8.14487 0.12229  C1 1.110
33 H -4.31002 8.13290 -1.98302  C3 1.104
34 H -4.42852 6.62691 -0.97016  C3 1.106
35 H -3.11706 6.78772 -2.14085  C3 1.106
36 H -3.75206 6.51502 1.40241  C4 1.106
37 H -3.64414 8.11589 2.12100  C4 1.113
38 H -1.19709 7.80816 2.66143  C5 1.106
39 H -2.28425 6.68911 3.46465  C5 1.109
40 H -0.68982 5.20642 3.88851  N9 1.015
41 H 1.06598 4.05180 3.19527  C10 1.111
42 H 0.36879 3.70477 1.58833  C10 1.098
43 H 0.64006 1.90266 3.66183  C11 1.106
44 H -1.11154 2.26388 3.73889  C11 1.105
45 H 0.88387 0.05742 2.61689  C13 1.108
46 H -1.46314 -0.80646 2.08108  C14 1.104
47 H -1.05086 -0.55111 0.34738  C14 1.106
48 H 0.40188 -2.28247 0.19378  C15 1.105
49 H 0.99685 -2.05802 2.94048  O16 0.968
50 H 2.49488 0.08778 -1.06004  N22 1.019
51 H 2.19373 -1.09419 0.04087  N22 1.023
52 H 2.47573 2.22079 1.14453  O23 0.966
53 H -2.30018 10.06507 -2.26429  C25 1.101
54 H -2.36660 12.46853 -2.57251  C26 1.097
55 H -2.91295 13.98496 -0.61313  C27 1.095
56 H -3.36530 12.92804 1.63208  C28 1.099
57 H -3.29698 10.43679 1.93914  C29 1.098
58 N -2.32521 -8.00393 -2.60362  C59 1.336, C63 1.336
59 C -2.35540 -6.87470 -1.89045  N58 1.336, C60 1.387, H64 1.085
60 C -1.74978 -6.72645 -0.65099  C59 1.387, C61 1.383, H65 1.078
61 C -1.07685 -7.81201 -0.12024  C60 1.383, C62 1.385, H66 1.084
62 C -1.03159 -8.99435 -0.84020  C61 1.385, C63 1.386, H67 1.082
63 C -1.66754 -9.03787 -2.07052  N58 1.336, C62 1.386, H68 1.086
64 H -2.89589 -6.05247 -2.34665  C59 1.085
65 H -1.80347 -5.79056 -0.11827  C60 1.078
66 H -0.59059 -7.73763 0.84574  C61 1.084
67 H -0.51415 -9.86382 -0.45598  C62 1.082
68 H -1.65545 -9.94209 -2.67116  C63 1.086
69 N 3.95148 7.38536 1.65003  C70 1.335, C74 1.338
70 C 5.06986 7.60810 0.95649  N69 1.335, C71 1.386, H75 1.085
71 C 5.15546 7.50347 -0.42305  C70 1.386, C72 1.386, H76 1.082
72 C 4.01647 7.14306 -1.12555  C71 1.386, C73 1.385, H77 1.083
73 C 2.84435 6.90512 -0.42667  C72 1.385, C74 1.387, H78 1.082
74 C 2.86287 7.04069 0.95356  N69 1.338, C73 1.387, H79 1.079
75 H 5.93657 7.88429 1.54799  C70 1.085
76 H 6.08959 7.69871 -0.93285  C71 1.082
77 H 4.04236 7.04921 -2.20456  C72 1.083
78 H 1.93460 6.62152 -0.93817  C73 1.082
79 H 1.97292 6.86904 1.53932  C74 1.079
80 N -7.19780 -11.92515 -3.66039  C81 1.335, C85 1.334
81 C -6.86262 -11.05285 -4.61313  N80 1.335, C82 1.386, H86 1.085
82 C -5.71331 -10.27803 -4.57986  C81 1.386, C83 1.385, H87 1.082
83 C -4.86344 -10.41213 -3.49421  C82 1.385, C84 1.386, H88 1.083
84 C -5.19312 -11.31076 -2.49251  C83 1.386, C85 1.387, H89 1.082
85 C -6.36497 -12.04003 -2.62453  N80 1.334, C84 1.387, H90 1.085
86 H -7.55925 -10.97963 -5.44156  C81 1.085
87 H -5.49070 -9.58796 -5.38266  C82 1.082
88 H -3.95653 -9.82385 -3.42889  C83 1.083
89 H -4.55588 -11.44389 -1.62801  C84 1.082
90 H -6.66216 -12.75769 -1.86698  C85 1.085
91 N 4.76332 -9.36629 1.59867  C92 1.335, C96 1.334
92 C 4.53748 -9.99768 0.44486  N91 1.335, C93 1.387, H97 1.085
93 C 3.42798 -9.76895 -0.35497  C92 1.387, C94 1.385, H98 1.082
94 C 2.49735 -8.83442 0.06849  C93 1.385, C95 1.386, H99 1.082
95 C 2.71075 -8.16790 1.26436  C94 1.386, C96 1.387, H100 1.082
96 C 3.85531 -8.46889 1.98694  N91 1.334, C95 1.387, H101 1.085
97 H 5.29158 -10.72211 0.15643  C92 1.085
98 H 3.29747 -10.30870 -1.28344  C93 1.082
99 H 1.61691 -8.62656 -0.52579  C94 1.082
100 H 2.00698 -7.43072 1.62868  C95 1.082
101 H 4.06698 -7.97053 2.92713  C96 1.085
102 N 4.81546 -2.17149 -0.20246  C103 1.335, C107 1.336
103 C 5.69793 -1.93632 -1.17585  N102 1.335, C104 1.386, H108 1.085
104 C 6.48970 -2.91755 -1.75152  C103 1.386, C105 1.386, H109 1.082
105 C 6.36243 -4.21790 -1.29020  C104 1.386, C106 1.385, H110 1.083
106 C 5.45349 -4.48496 -0.27949  C105 1.385, C107 1.386, H111 1.082
107 C 4.70750 -3.43176 0.22605  N102 1.336, C106 1.386, H112 1.085
108 H 5.76528 -0.90419 -1.50319  C103 1.085
109 H 7.18717 -2.66895 -2.54002  C104 1.082
110 H 6.96378 -5.01318 -1.71330  C105 1.083
111 H 5.32487 -5.48694 0.10819  C106 1.082
112 H 3.98073 -3.59300 1.01584  C107 1.085

Here are the Löwdin charges for atoms 1 to 99, given in e: number 1, C, carries -0.180; number 2, Si, carries 0.616; number 3, C, carries -0.171; number 4, C, carries -0.233; number 5, C, carries -0.134; number 6, C, carries -0.524; number 7, F, carries -0.024; number 8, F, carries 0.097; number 9, N, carries 0.045; number 10, C, carries -0.152; number 11, C, carries -0.166; number 12, O, carries -0.124; number 13, C, carries -0.224; number 14, C, carries -0.061; number 15, C, carries -0.264; number 16, O, carries -0.007; number 17, C, carries -0.515; number 18, F, carries 0.147; number 19, F, carries 0.134; number 20, F, carries 0.090; number 21, B, carries -0.495; number 22, N, carries 0.186; number 23, O, carries 0.106; number 24, C, carries -0.249; number 25, C, carries -0.114; number 26, C, carries -0.085; number 27, C, carries -0.089; number 28, C, carries -0.100; number 29, C, carries -0.089; number 30, H, carries 0.033; number 31, H, carries 0.032; number 32, H, carries 0.032; number 33, H, carries 0.026; number 34, H, carries 0.025; number 35, H, carries 0.030; number 36, H, carries 0.081; number 37, H, carries 0.072; number 38, H, carries 0.124; number 39, H, carries 0.116; number 40, H, carries 0.122; number 41, H, carries 0.124; number 42, H, carries 0.116; number 43, H, carries 0.118; number 44, H, carries 0.124; number 45, H, carries 0.132; number 46, H, carries 0.130; number 47, H, carries 0.137; number 48, H, carries 0.144; number 49, H, carries 0.107; number 50, H, carries 0.080; number 51, H, carries 0.061; number 52, H, carries 0.103; number 53, H, carries 0.099; number 54, H, carries 0.103; number 55, H, carries 0.102; number 56, H, carries 0.101; number 57, H, carries 0.093; number 58, N, carries 0.052; number 59, C, carries -0.134; number 60, C, carries -0.060; number 61, C, carries -0.080; number 62, C, carries -0.087; number 63, C, carries -0.162; number 64, H, carries 0.106; number 65, H, carries 0.077; number 66, H, carries 0.105; number 67, H, carries 0.102; number 68, H, carries 0.102; number 69, N, carries 0.053; number 70, C, carries -0.165; number 71, C, carries -0.082; number 72, C, carries -0.082; number 73, C, carries -0.064; number 74, C, carries -0.144; number 75, H, carries 0.099; number 76, H, carries 0.098; number 77, H, carries 0.104; number 78, H, carries 0.092; number 79, H, carries 0.077; number 80, N, carries 0.048; number 81, C, carries -0.160; number 82, C, carries -0.071; number 83, C, carries -0.078; number 84, C, carries -0.074; number 85, C, carries -0.161; number 86, H, carries 0.100; number 87, H, carries 0.101; number 88, H, carries 0.070; number 89, H, carries 0.098; number 90, H, carries 0.100; number 91, N, carries 0.053; number 92, C, carries -0.156; number 93, C, carries -0.070; number 94, C, carries -0.081; number 95, C, carries -0.074; number 96, C, carries -0.159; number 97, H, carries 0.102; number 98, H, carries 0.102; number 99, H, carries 0.081



[3]
This record from the Open Molecules 2025 dataset describes a 2-piece molecular cluster, C4H11NOS overall in a non-equilibrium geometry. The level of theory is ωB97M-V/def2-TZVPD.

Results
Spin multiplicity: 3
Net charge: 0
E_HOMO (alpha / beta) (Ha): -0.202 / -0.329
LUMO level (alpha / beta) (eV): 0.83 / -2.24

Each atom is followed by the atoms it is bonded to, with distances in Å.
Geometry (Å):
1 C 1.12447 -0.73570 -0.67721  C2 1.457, S7 1.861, H8 1.124, H13 1.172
2 C 2.20069 -1.34196 0.09583  C1 1.457, H9 1.070, H10 1.101, H11 1.071
3 C -3.38831 -0.08240 -0.30363  N5 1.260, H12 1.103, H14 1.089
4 C 1.38934 1.76830 0.46153  S7 1.817, H15 1.109, H16 1.035, H17 1.098
5 N -4.41772 0.04647 0.41185  C3 1.260, H18 1.040
6 O 0.00972 -0.13642 1.63560  S7 1.447
7 S 0.12506 0.47058 0.32665  C1 1.861, C4 1.817, O6 1.447
8 H 1.42481 -0.05363 -1.51857  C1 1.124
9 H 2.57544 -2.21305 -0.39889  C2 1.070
10 H 3.09199 -0.70595 0.21369  C2 1.101
11 H 1.87372 -1.41466 1.11282  C2 1.071
12 H -2.44224 0.08076 0.23843  C3 1.103
13 H 0.36869 -1.53309 -1.08589  C1 1.172
14 H -3.33351 -0.25487 -1.37748  C3 1.089
15 H 0.79121 2.69611 0.56921  C4 1.109
16 H 2.26233 1.57571 0.98244  C4 1.035
17 H 1.67356 1.77478 -0.59854  C4 1.098
18 H -5.32924 0.05902 -0.08785  N5 1.040

Löwdin charges in e: number 1, C, carries -0.412; number 2, C, carries -0.170; number 3, C, carries -0.246; number 4, C, carries -0.236; number 5, N, carries 0.069; number 6, O, carries -0.535; number 7, S, carries 0.822; number 8, H, carries 0.082; number 9, H, carries 0.073; number 10, H, carries 0.083; number 11, H, carries 0.062; number 12, H, carries -0.002; number 13, H, carries 0.125; number 14, H, carries 0.058; number 15, H, carries 0.061; number 16, H, carries 0.031; number 17, H, carries 0.037; number 18, H, carries 0.098



| no. | DFT total energy (eV) |
| --- | --- |
| 1 | -8870.9094 |
| 2 | -83129.8955 |
| 3 | -18692.3709 |